Record 1
52
Properties=species:S:1:pos:R:3 method="wB97M-V/def2-TZVPD" multiplicity=3 total_charge=-1 largest_force_ev_per_a=1.6 relative_energy_kj_mol=156.9 e_tot_ev=-155803.3231 gap_ev="7.240 / 8.239"
V -1.033 0.900 1.278
O -0.220 6.704 3.049
C -0.491 5.432 2.653
C -0.909 5.146 1.352
C -1.140 3.823 1.042
N -0.942 2.868 1.936
C -0.669 3.131 3.208
C -0.405 4.425 3.610
C -0.935 1.925 4.117
O -0.639 2.026 5.302
O -1.537 0.987 3.505
C -1.809 3.271 -0.206
O -2.077 4.014 -1.135
O -2.080 2.018 -0.095
H -0.351 7.300 2.303
H -1.095 5.915 0.613
H -0.190 4.641 4.646
F -0.156 -2.100 -6.531
C -0.141 -1.856 -5.218
C 0.272 -2.829 -4.336
F 0.662 -4.022 -4.802
C 0.285 -2.565 -2.979
F 0.731 -3.587 -2.227
C -0.111 -1.358 -2.420
P -0.129 -0.880 -0.550
C -0.852 -2.397 0.220
C -0.303 -3.668 0.358
C -1.008 -4.691 0.979
C -2.286 -4.473 1.467
C -2.849 -3.211 1.344
C -2.133 -2.195 0.736
C 1.703 -0.797 -0.408
C 2.230 0.483 -0.231
C 3.596 0.699 -0.185
C 4.473 -0.371 -0.306
C 3.966 -1.647 -0.481
C 2.593 -1.857 -0.543
C -0.503 -0.386 -3.351
Br -1.024 1.337 -2.824
C -0.523 -0.630 -4.716
F -0.904 0.309 -5.589
H 0.698 -3.879 0.026
H -0.544 -5.664 1.085
H -2.833 -5.273 1.949
H -3.838 -3.009 1.732
H -2.597 -1.216 0.658
H 1.555 1.323 -0.116
H 3.974 1.703 -0.045
H 5.543 -0.209 -0.261
H 4.637 -2.492 -0.574
H 2.234 -2.861 -0.693
O 0.103 -0.254 1.653

Record 2
52
Properties=species:S:1:pos:R:3 method="wB97M-V/def2-TZVPD" multiplicity=2 total_charge=+2 largest_force_ev_per_a=1.4 relative_energy_kj_mol=68.9 e_tot_ev=-132575.7287 gap_ev="5.755 / 6.416"
Re -0.013 -0.106 0.108
Cl 4.776 0.165 5.342
C 3.967 0.084 3.849
C 2.593 -0.116 3.822
Cl 1.679 -0.323 5.251
C 1.975 -0.158 2.593
Cl 0.265 -0.500 2.419
C 2.627 0.014 1.391
O 1.947 -0.019 0.214
C 4.005 0.177 1.423
Cl 4.819 0.347 -0.072
C 4.675 0.208 2.640
Cl 6.367 0.395 2.668
Cl -4.919 0.101 -0.498
C -3.743 0.065 -1.726
C -4.131 0.064 -3.082
C -3.206 0.026 -4.081
Cl -3.709 0.021 -5.717
C -1.821 -0.014 -3.765
C -0.763 -0.061 -4.687
C 0.541 -0.112 -4.234
C 0.794 -0.113 -2.870
N -0.199 -0.061 -1.973
C -1.488 -0.013 -2.411
C -2.421 0.025 -1.384
O -1.955 -0.028 -0.111
H -5.185 0.086 -3.327
H -0.977 -0.056 -5.751
H 1.372 -0.148 -4.925
H 1.805 -0.150 -2.476
I -0.999 2.538 3.113
C -0.280 3.060 1.229
C -0.149 4.427 1.058
C 0.129 4.949 -0.190
C 0.287 4.068 -1.248
C 0.207 2.725 -0.997
N -0.072 2.180 0.227
H -0.290 5.076 1.908
H 0.209 6.021 -0.334
H 0.480 4.413 -2.256
H 0.395 2.042 -1.802
C -0.045 -4.992 -0.151
C 1.027 -4.328 0.429
C 1.039 -2.956 0.440
N 0.031 -2.224 -0.095
C -1.010 -2.876 -0.665
C -1.073 -4.247 -0.710
H -0.077 -6.075 -0.171
H 1.852 -4.869 0.874
H 1.876 -2.420 0.863
H -1.805 -2.276 -1.080
H -1.925 -4.722 -1.178

Record 3
52
Properties=species:S:1:pos:R:3 method="wB97M-V/def2-TZVPD" multiplicity=5 total_charge=+1 largest_force_ev_per_a=1.4 relative_energy_kj_mol=41.0 e_tot_ev=-293178.3630 gap_ev="8.249 / 5.562"
Pt -0.657 -0.225 -0.171
Br 0.208 1.695 2.827
C -1.132 2.397 1.696
C -1.567 3.689 1.896
C -2.566 4.177 1.063
C -3.102 3.361 0.086
C -2.610 2.077 -0.044
N -1.637 1.606 0.749
C -3.134 1.150 -1.116
O -4.115 1.489 -1.735
O -2.465 0.036 -1.266
H -1.141 4.289 2.687
H -2.921 5.192 1.188
H -3.886 3.680 -0.586
Cl 1.608 -1.219 0.962
C 0.995 -2.260 2.203
C 1.913 -3.013 2.894
C 1.476 -3.832 3.926
C 0.134 -3.885 4.273
C -0.787 -3.136 3.572
Cl -2.436 -3.238 4.047
C -0.391 -2.308 2.482
S -1.602 -1.484 1.599
H 2.961 -2.957 2.632
H 2.193 -4.432 4.470
H -0.206 -4.513 5.086
Br -0.245 -2.542 -5.702
C -1.472 -3.044 -4.354
C -2.525 -3.872 -4.707
C -3.451 -4.255 -3.749
C -3.314 -3.833 -2.437
C -2.257 -3.013 -2.078
C -1.347 -2.614 -3.039
I 0.233 -1.332 -2.520
H -2.617 -4.208 -5.731
H -4.285 -4.886 -4.035
H -4.034 -4.135 -1.687
H -2.156 -2.677 -1.058
Br 4.471 0.918 -2.177
C 4.326 2.340 -0.956
C 5.425 3.049 -0.519
C 5.200 4.098 0.363
C 3.906 4.423 0.769
C 2.824 3.684 0.311
C 3.049 2.625 -0.554
C 1.967 1.720 -1.021
O 2.320 0.822 -1.910
O 0.834 1.758 -0.552
H 6.423 2.801 -0.857
H 6.045 4.670 0.731
H 3.742 5.253 1.443
H 1.808 3.914 0.608

Record 4
52
Properties=species:S:1:pos:R:3 method="wB97M-V/def2-TZVPD" total_charge=+2 largest_force_ev_per_a=1.2 e_tot_ev=-129282.2774 gap_ev=7.981
Pt 1.384 -0.365 -0.331
O 5.864 -1.215 0.713
C 4.665 -0.738 0.475
O 3.884 -1.165 -0.346
C 4.311 0.454 1.301
C 5.135 1.081 2.226
C 4.664 2.236 2.831
C 3.417 2.740 2.478
C 2.676 2.032 1.546
N 3.111 0.909 0.996
C 1.363 2.404 0.938
O 0.741 3.512 1.229
O 0.846 1.661 0.108
H 6.051 -1.964 0.122
H 6.114 0.683 2.454
H 5.271 2.757 3.560
H 3.062 3.659 2.928
H 1.225 4.070 1.855
F -2.183 -6.132 -1.466
C -1.879 -4.868 -1.290
C -2.885 -3.916 -1.212
F -4.143 -4.284 -1.317
C -2.557 -2.581 -1.026
F -3.539 -1.692 -0.968
C -1.237 -2.174 -0.907
P -0.795 -0.442 -0.614
C -1.617 0.076 0.898
C -2.823 0.773 0.858
C -3.466 1.102 2.043
C -2.916 0.731 3.261
C -1.719 0.023 3.303
C -1.068 -0.303 2.127
C -1.338 0.476 -2.037
C -1.565 1.853 -1.968
C -1.947 2.538 -3.108
C -2.101 1.860 -4.311
C -1.867 0.493 -4.385
C -1.485 -0.202 -3.251
C -0.256 -3.151 -0.993
Br 1.573 -2.654 -0.871
C -0.548 -4.482 -1.182
F 0.413 -5.388 -1.265
H -3.275 1.044 -0.087
H -4.404 1.638 2.010
H -3.426 0.984 4.181
H -1.305 -0.287 4.253
H -0.146 -0.872 2.168
H -1.448 2.386 -1.034
H -2.130 3.602 -3.059
H -2.409 2.400 -5.196
H -1.987 -0.030 -5.324
H -1.306 -1.268 -3.317